Record 1
# C38H63FN2O11S5

6 unconnected molecules or ions with the total composition C38H63FN2O11S5 at a distorted geometry (ωB97M-V with the def2-TZVPD basis set, the Open Molecules 2025 dataset).

XYZ file:
```
120
Properties=species:S:1:pos:R:3
C 2.722 -0.076 -5.048
C 2.996 1.164 -4.168
C 2.272 2.395 -4.698
O 2.501 3.562 -3.917
C 1.336 4.049 -3.259
C 0.621 3.031 -2.378
C -0.704 2.743 -2.669
C -1.383 1.808 -1.900
C -0.716 1.184 -0.853
C 0.590 1.484 -0.544
C 1.286 2.424 -1.308
C 2.711 2.747 -0.926
C 2.726 3.850 0.185
N 3.314 3.435 1.468
C -1.500 0.157 -0.084
O -0.978 -0.882 0.248
C -2.950 0.491 0.142
C -3.637 0.176 1.320
C -3.031 -0.502 2.536
O -1.849 0.133 2.965
C -0.876 -0.768 3.520
C 0.489 -0.045 3.450
C 1.253 -0.092 4.797
C -4.979 0.517 1.374
C -5.655 1.145 0.335
C -7.123 1.468 0.552
C -8.095 0.879 -0.506
C -4.962 1.441 -0.836
C -5.648 2.081 -2.021
O -6.064 1.403 -2.913
N -5.781 3.512 -2.135
C -5.590 4.240 -0.937
O -6.441 4.676 -0.251
F -4.297 4.458 -0.637
C -3.609 1.114 -0.919
C -2.802 1.433 -2.157
O -3.269 1.391 -3.269
H 2.306 0.183 -6.024
H 3.668 -0.591 -5.222
H 2.097 -0.796 -4.523
H 2.722 0.922 -3.142
H 4.066 1.379 -4.188
H 2.710 2.599 -5.684
H 1.210 2.200 -4.877
H 0.650 4.496 -3.977
H 1.663 4.860 -2.611
H -1.210 3.225 -3.497
H 1.101 1.013 0.284
H 3.156 1.836 -0.525
H 3.281 3.122 -1.769
H 1.708 4.208 0.362
H 3.292 4.719 -0.155
H 4.303 3.638 1.451
H 3.175 2.446 1.627
H -3.755 -0.454 3.359
H -2.898 -1.567 2.309
H -1.126 -1.072 4.534
H -0.812 -1.633 2.863
H 0.342 0.998 3.164
H 1.115 -0.513 2.689
H 0.561 -0.130 5.636
H 1.907 -0.960 4.834
H 1.877 0.801 4.899
H -5.534 0.274 2.274
H -7.246 2.551 0.577
H -7.402 1.126 1.548
H -8.782 0.181 -0.029
H -7.596 0.418 -1.352
H -8.723 1.690 -0.882
H -5.136 3.879 -2.831
C 0.786 -5.623 4.900
S 1.050 -4.033 4.111
O 0.282 -3.014 4.885
C 0.096 -4.384 2.631
H 1.273 -5.600 5.873
H -0.283 -5.797 5.026
H 1.231 -6.407 4.287
H -0.931 -4.636 2.896
H 0.554 -5.208 2.084
H 0.105 -3.486 2.012
C -2.817 -6.714 -1.828
S -1.508 -6.042 -0.795
O -1.900 -6.276 0.620
C -1.843 -4.314 -1.160
H -2.813 -7.796 -1.714
H -3.778 -6.314 -1.505
H -2.626 -6.455 -2.869
H -2.870 -4.074 -0.882
H -1.683 -4.129 -2.222
H -1.154 -3.705 -0.577
C -1.732 6.928 -1.361
S -0.786 7.643 -2.711
O 0.160 6.591 -3.178
C 0.159 8.788 -1.698
H -2.367 6.146 -1.772
H -1.053 6.498 -0.624
H -2.352 7.699 -0.904
H 0.710 8.234 -0.938
H -0.519 9.503 -1.233
H 0.855 9.314 -2.348
C 3.718 -4.814 -0.789
S 5.141 -3.722 -0.692
O 4.639 -2.331 -0.828
C 5.852 -4.190 -2.276
H 3.109 -4.650 0.098
H 3.139 -4.581 -1.684
H 4.056 -5.850 -0.812
H 5.131 -3.998 -3.072
H 6.123 -5.245 -2.254
H 6.744 -3.587 -2.435
C 5.844 -3.960 5.347
S 4.851 -3.500 3.921
O 4.077 -4.706 3.520
C 6.218 -3.356 2.769
H 5.169 -4.141 6.181
H 6.406 -4.868 5.124
H 6.521 -3.143 5.595
H 6.755 -4.303 2.713
H 6.889 -2.559 3.092
H 5.803 -3.111 1.796
```

**E_LUMO**: -0.460 eV
**Electronic energy**: -122819.7806 eV
**Orbital gap**: 7.8360 eV
**Charge**: 0
**Highest occupied orbital energy**: -8.296 eV
**Largest force on an atom**: 0.0278 Eh/bohr


Record 2
# C3H10N2P

A gas-phase ion, C3H10N2P (charge +1) at a distorted geometry (ωB97M-V with the def2-TZVPD basis set, the Open Molecules 2025 dataset).

XYZ file:
```
16
Properties=species:S:1:pos:R:3
H -0.185 -1.834 -0.776
N -0.995 -1.431 -0.156
N -1.025 -0.199 -0.052
C -2.075 0.336 0.733
C -0.195 0.783 -0.629
C 1.370 0.756 0.211
P 2.401 -0.844 0.315
H -2.346 -0.259 1.534
H -2.959 0.512 0.150
H -2.073 1.254 1.213
H -0.501 1.669 -0.251
H 0.039 0.856 -1.708
H 1.194 1.183 1.206
H 2.134 1.318 -0.294
H 2.047 -1.510 -0.718
H 1.585 -1.598 1.190
```

**E_LUMO**: -5.930 eV
**Electronic energy**: -15531.1087 eV
**Orbital gap**: 7.7363 eV
**Relative energy (zero: lowest compared OMol25 entry of this formula, charge and spin)**: 432.29 kJ/mol
**Charge**: +1
**Highest occupied orbital energy**: -13.666 eV
**SMILES string**: [H]/N=[N+](/C)CCP
**Largest force on an atom**: 0.1090 Eh/bohr


Record 3
# C40H79N2O9

3 unconnected molecules or ions with the total composition C40H79N2O9 at a distorted geometry (ωB97M-V with the def2-TZVPD basis set, the Open Molecules 2025 dataset).

XYZ file:
```
130
Properties=species:S:1:pos:R:3
C -4.721 5.281 -5.005
C -3.420 4.563 -4.320
C -2.643 3.674 -5.414
C -1.011 3.746 -5.274
C -0.489 2.220 -5.310
C 1.087 2.047 -5.578
C 1.838 3.331 -6.170
N 1.359 3.480 -7.600
C 2.282 2.800 -8.551
C 1.744 1.764 -4.109
N 1.452 0.346 -3.636
C 1.733 0.423 -2.128
C 1.947 -0.991 -1.414
C 1.089 -0.943 -0.021
O 3.311 -1.286 -1.027
C 2.382 -0.628 -4.281
C 3.946 -0.468 -4.031
C 4.602 -1.960 -4.137
O 4.604 0.301 -5.101
C -0.025 0.033 -3.752
C -0.445 -1.093 -4.797
C -1.977 -1.636 -4.602
C -2.088 -2.967 -5.534
O -2.264 -2.047 -3.250
C -3.391 -1.345 -2.678
C -4.780 -1.558 -3.441
C -5.561 -0.238 -3.804
C -6.899 -0.200 -4.576
C -7.498 -1.566 -5.033
C -6.751 -2.898 -4.664
C -5.388 -2.913 -3.876
C -0.966 1.329 -4.040
C -1.239 2.220 -2.692
H -5.683 4.937 -4.461
H -4.650 6.427 -4.980
H -4.862 4.986 -6.099
H -2.771 5.342 -3.794
H -3.879 3.823 -3.555
H -3.036 2.598 -5.421
H -2.932 4.113 -6.446
H -0.680 4.357 -6.197
H -0.671 4.342 -4.363
H -1.019 1.747 -6.227
H 1.233 1.179 -6.305
H 1.700 4.289 -5.563
H 2.959 3.064 -6.253
H 1.201 4.468 -7.833
H 3.364 3.140 -8.377
H 2.218 1.654 -8.523
H 1.948 3.106 -9.616
H 1.396 2.546 -3.330
H 2.856 1.979 -4.246
H 2.693 1.066 -2.049
H 0.934 0.988 -1.552
H 1.503 -1.891 -1.989
H 0.060 -0.443 -0.196
H 0.876 -2.021 0.290
H 1.702 -0.378 0.782
H 3.269 -1.608 -0.091
H 2.144 -1.736 -4.051
H 2.211 -0.537 -5.424
H 4.271 -0.015 -3.042
H 5.652 -1.860 -4.573
H 3.982 -2.519 -4.944
H 4.546 -2.540 -3.156
H 4.241 -0.059 -5.951
H -0.391 -0.339 -2.717
H -0.415 -0.613 -5.851
H 0.152 -2.064 -4.791
H -2.695 -0.872 -5.051
H -2.195 -2.658 -6.627
H -1.192 -3.669 -5.341
H -3.012 -3.563 -5.175
H -3.538 -1.785 -1.617
H -3.182 -0.220 -2.500
H -5.107 0.778 -3.500
H -7.387 0.821 -4.796
H -8.468 -1.547 -5.632
H -7.175 -3.911 -5.005
H -4.817 -3.866 -3.628
H -2.047 1.023 -4.324
H -2.313 2.620 -2.678
H -1.160 1.507 -1.789
H -0.549 3.122 -2.604
C -0.659 -0.461 7.275
O -0.498 -0.946 5.952
C 0.468 -1.987 5.867
C 0.118 -2.957 4.743
O -0.958 -3.841 5.063
C -2.265 -3.261 5.120
C -2.818 -2.856 3.757
O -2.205 -1.651 3.308
C -2.165 -1.553 1.898
H 0.248 0.047 7.609
H -1.490 0.246 7.278
H -0.906 -1.279 7.959
H 0.536 -2.539 6.812
H 1.438 -1.519 5.657
H 0.985 -3.604 4.579
H -0.064 -2.439 3.800
H -2.297 -2.437 5.833
H -2.911 -4.047 5.521
H -3.894 -2.671 3.837
H -2.644 -3.670 3.042
H -1.682 -2.436 1.463
H -1.567 -0.677 1.637
H -3.173 -1.432 1.494
C 3.714 0.802 13.816
O 4.026 -0.013 12.700
C 3.215 -1.180 12.631
C 3.005 -1.605 11.181
O 2.071 -0.786 10.472
C 2.512 0.535 10.143
C 3.587 0.570 9.060
O 4.847 0.184 9.597
C 5.697 -0.401 8.629
H 3.975 0.293 14.747
H 4.293 1.723 13.737
H 2.652 1.066 13.817
H 2.240 -1.009 13.101
H 3.738 -1.977 13.173
H 2.565 -2.606 11.188
H 3.948 -1.685 10.639
H 2.815 1.081 11.037
H 1.627 1.046 9.750
H 3.688 1.590 8.676
H 3.294 -0.099 8.240
H 5.198 -1.242 8.134
H 6.580 -0.787 9.142
H 6.008 0.343 7.892
```

**E_LUMO**: -1.967 eV
**Electronic energy**: -64149.5778 eV
**Orbital gap**: 8.2407 eV
**Charge**: +1
**Highest occupied orbital energy**: -10.208 eV
**Largest force on an atom**: 0.0822 Eh/bohr


Record 4
# C24H26LaN4Si

A molecular structure, C24H26LaN4Si at a distorted geometry (ωB97M-V with the def2-TZVPD basis set, the Open Molecules 2025 dataset).

XYZ file:
```
56
Properties=species:S:1:pos:R:3
C 0.653 0.342 2.273
C -0.240 -0.758 2.236
C 0.165 -1.618 1.179
H -1.078 -0.917 2.902
C 1.371 -1.084 0.616
C 1.658 0.139 1.283
H 2.555 0.735 1.146
H 0.663 1.136 3.005
H -0.247 -2.594 0.961
H 1.968 -1.545 -0.161
La -0.524 0.519 -0.215
C -1.474 -2.518 -4.075
H -0.686 -3.093 -4.592
H -0.799 -1.745 -3.629
H -1.737 -2.665 -1.690
Si -2.399 -3.550 -2.711
C -4.338 -3.843 -2.614
C -4.804 -4.218 -1.343
H -4.096 -4.399 -0.531
C -6.175 -4.331 -1.079
H -6.524 -4.547 -0.069
C -7.095 -4.133 -2.109
H -8.161 -4.161 -1.903
C -6.652 -3.895 -3.411
H -7.367 -3.793 -4.230
C -5.280 -3.737 -3.662
H -4.931 -3.512 -4.671
C -1.625 -5.226 -2.436
C -2.365 -6.408 -2.308
H -3.448 -6.376 -2.238
C -1.704 -7.627 -2.243
H -2.280 -8.552 -2.208
C -0.311 -7.627 -2.229
H 0.204 -8.569 -2.185
C 0.434 -6.454 -2.304
H 1.519 -6.474 -2.352
C -0.235 -5.242 -2.322
H 0.312 -4.313 -2.230
H -2.130 -1.881 -4.703
H -2.432 -3.738 -4.362
N 1.800 4.059 -1.022
C 1.615 4.700 0.213
C 0.794 3.871 0.932
N 0.458 2.730 0.163
C 1.119 2.899 -1.025
C 1.103 1.987 -2.178
N 0.618 0.705 -2.195
C 0.898 0.201 -3.486
C 1.497 1.163 -4.221
N 1.625 2.270 -3.381
H 2.377 4.438 -1.794
H 2.074 5.668 0.434
H 0.423 4.010 1.935
H 0.721 -0.822 -3.745
H 1.806 1.181 -5.253
H 2.070 3.146 -3.654
```

**E_LUMO (spin up / spin down)**: -3.383 / -3.402 eV
**Electronic energy**: -39997.6684 eV
**Orbital gap (spin up / spin down)**: 6.4958 / 4.5010 eV
**Relative energy (zero: lowest compared OMol25 entry of this formula, charge and spin)**: 66.26 kJ/mol
**Charge**: +1
**Highest occupied orbital energy (spin up / spin down)**: -9.878 / -7.903 eV
**Largest force on an atom**: 0.0623 Eh/bohr


Record 5
# C18H21NO3S2

A single C18H21NO3S2 molecule at a distorted geometry (ωB97M-V with the def2-TZVPD basis set, the Open Molecules 2025 dataset).

XYZ file:
```
45
Properties=species:S:1:pos:R:3
C -7.581 -2.511 1.269
C -6.812 -1.198 1.324
C -6.893 -0.455 -0.011
O -6.223 0.792 0.020
C -4.878 0.848 -0.063
C -4.024 -0.237 -0.269
C -2.662 -0.046 -0.353
C -2.093 1.227 -0.234
C -0.687 1.486 -0.307
C 0.359 0.646 -0.486
S 0.374 -1.092 -0.697
C 2.126 -1.125 -0.836
S 2.974 -2.498 -1.084
N 2.636 0.126 -0.716
C 4.052 0.410 -0.778
C 4.630 0.775 0.604
C 4.449 -0.356 1.638
C 5.855 -0.537 2.214
C 6.718 -0.081 1.040
O 6.020 1.014 0.482
C 1.731 1.160 -0.526
O 2.059 2.320 -0.418
C -2.964 2.312 -0.030
C -4.320 2.129 0.053
H -7.169 -3.165 0.503
H -7.520 -3.023 2.225
H -8.628 -2.332 1.039
H -5.767 -1.389 1.575
H -7.227 -0.555 2.103
H -6.515 -1.080 -0.828
H -7.934 -0.199 -0.229
H -4.411 -1.239 -0.369
H -2.029 -0.904 -0.515
H -0.392 2.525 -0.205
H 4.562 -0.471 -1.175
H 4.204 1.259 -1.449
H 4.168 1.712 0.934
H 4.129 -1.273 1.144
H 3.716 -0.096 2.399
H 6.009 0.125 3.066
H 6.060 -1.562 2.513
H 7.708 0.274 1.327
H 6.824 -0.888 0.301
H -2.553 3.306 0.064
H -4.988 2.961 0.208
```

**E_LUMO**: -0.764 eV
**Electronic energy**: -48310.0176 eV
**Orbital gap**: 7.3408 eV
**Relative energy (zero: lowest compared OMol25 entry of this formula, charge and spin)**: 48.63 kJ/mol
**Charge**: 0
**Highest occupied orbital energy**: -8.104 eV
**SMILES string**: CCCOc1ccc(/C=C2\SC(=S)N(C[C@H]3CCCO3)C2=O)cc1
**Largest force on an atom**: 0.0224 Eh/bohr


Record 6
# C13H20Cl27NO

10 unconnected molecules or ions with the total composition C13H20Cl27NO at a distorted geometry (ωB97M-V with the def2-TZVPD basis set, the Open Molecules 2025 dataset).

XYZ file:
```
62
Properties=species:S:1:pos:R:3
C -1.666 -1.480 -1.446
O -0.832 -0.616 -0.741
C 0.535 -1.065 -0.615
C 1.484 -0.016 0.095
C 2.996 -0.458 0.211
N 1.044 0.316 1.454
H -2.690 -1.176 -1.230
H -1.410 -2.518 -1.233
H -1.347 -1.307 -2.474
H 0.589 -2.030 -0.112
H 0.880 -1.143 -1.646
H 1.345 0.923 -0.440
H 3.557 0.284 0.779
H 3.464 -0.476 -0.774
H 3.152 -1.453 0.628
H 1.453 1.217 1.657
H 0.045 0.464 1.478
Cl -1.343 0.354 4.825
C -2.113 -0.723 3.651
Cl -3.130 0.294 2.652
Cl -2.980 -2.052 4.482
H -1.320 -1.138 3.028
Cl 2.502 5.740 3.040
C 2.875 4.586 1.769
Cl 1.961 4.708 0.235
Cl 2.773 2.983 2.407
H 3.932 4.627 1.507
Cl 3.719 0.845 5.038
C 2.950 -0.691 4.583
Cl 1.915 -1.313 5.844
Cl 4.217 -1.811 4.050
H 2.304 -0.573 3.712
Cl -0.589 2.508 -1.087
C -2.309 2.296 -1.479
Cl -2.968 3.449 -2.697
Cl -3.217 2.356 0.043
H -2.284 1.316 -1.956
Cl -0.971 -5.189 -0.214
C -2.445 -5.704 0.580
Cl -3.405 -6.818 -0.378
Cl -3.387 -4.254 1.050
H -2.097 -6.269 1.445
Cl -0.441 4.707 4.501
C -1.407 4.375 3.109
Cl -3.059 3.855 3.443
Cl -0.565 3.022 2.185
H -1.446 5.222 2.424
Cl -0.257 0.782 -4.152
C 0.938 -0.465 -4.714
Cl 2.077 0.129 -5.892
Cl 0.099 -1.964 -5.260
H 1.582 -0.686 -3.864
Cl 4.339 3.399 -4.817
C 4.380 2.286 -3.396
Cl 4.931 0.710 -3.969
Cl 2.827 2.234 -2.598
H 5.199 2.676 -2.792
Cl -3.830 -3.476 -2.343
C -5.245 -3.791 -3.279
Cl -6.678 -3.101 -2.576
Cl -5.565 -5.566 -3.476
H -5.068 -3.343 -4.256
```

**E_LUMO**: 0.154 eV
**Electronic energy**: -355446.6524 eV
**Orbital gap**: 9.7579 eV
**Charge**: 0
**Highest occupied orbital energy**: -9.604 eV
**SMILES string**: COC[C@H](C)N.ClC(Cl)Cl.ClC(Cl)Cl.ClC(Cl)Cl.ClC(Cl)Cl.ClC(Cl)Cl.ClC(Cl)Cl.ClC(Cl)Cl.ClC(Cl)Cl.ClC(Cl)Cl
**Largest force on an atom**: 0.0557 Eh/bohr


Record 7
# C4H11N3O

A single C4H11N3O molecule at a distorted geometry (ωB97M-V with the def2-TZVPD basis set, the Open Molecules 2025 dataset).

XYZ file:
```
19
Properties=species:S:1:pos:R:3
H 1.541 -1.749 -0.600
N 2.174 -0.975 -0.732
C 1.873 0.058 -0.057
N 2.683 1.178 -0.145
N 0.858 0.098 0.948
C -0.451 0.339 0.350
O -1.197 1.230 1.112
C -1.258 -0.939 0.152
C -2.380 -0.722 -0.856
H 2.670 1.825 0.630
H 3.617 0.982 -0.479
H 1.041 0.795 1.663
H -0.160 0.739 -0.696
H -0.789 2.104 1.097
H -0.586 -1.726 -0.191
H -1.663 -1.225 1.123
H -1.973 -0.395 -1.810
H -2.926 -1.648 -1.017
H -3.073 0.032 -0.493
```

**E_LUMO**: 0.562 eV
**Electronic energy**: -10844.0175 eV
**Orbital gap**: 9.7305 eV
**Relative energy (zero: lowest compared OMol25 entry of this formula, charge and spin)**: 115.17 kJ/mol
**Charge**: 0
**Highest occupied orbital energy**: -9.169 eV
**SMILES string**: [H]/N=C(/N)N[C@H](O)CC
**Largest force on an atom**: 0.0421 Eh/bohr